[1]
# C29H48O6

A 4-piece molecular cluster, C29H48O6 overall in a non-equilibrium geometry (ωB97M-V with the def2-TZVPD basis set, the OMol25 dataset).

Properties
relative energy (zero: lowest compared OMol25 entry of this formula, charge and spin)	1842.6	kJ/mol
HOMO-LUMO gap	6.99	eV

Structure (ORCA input):
```
! wB97M-V def2-TZVPD RIJCOSX def2/J DEFGRID3
* xyz 0 1
C 5.75 0.62 2.05
C 5.33 0.48 0.61
C 3.69 0.35 0.36
C 3.00 1.42 -0.45
C 1.38 1.28 -0.73
O 0.93 1.63 -1.94
C 0.47 0.64 0.50
C 1.24 -0.54 1.40
C 0.51 -1.31 2.67
C 1.28 -2.43 3.58
C 1.08 -3.99 3.11
C -1.06 -0.87 2.96
C -1.83 0.31 2.06
C -3.39 0.61 2.48
O -3.58 1.75 3.40
C -2.39 2.01 4.23
C -1.10 1.13 0.82
C -1.77 2.32 -0.07
C -2.61 3.45 0.80
C -2.63 1.73 -1.37
C -2.35 2.70 -2.70
C 2.81 -0.93 1.00
O 3.34 -2.15 1.12
H 6.38 1.57 2.35
H 5.37 -0.19 2.81
H 6.10 0.46 -0.30
H 3.56 2.33 -0.94
H 2.45 -2.20 3.57
H 0.97 -2.39 4.73
H 0.31 -4.49 3.86
H 2.09 -4.58 3.21
H 0.71 -4.11 2.00
H -1.61 -1.43 3.86
H -3.80 -0.37 3.01
H -4.03 0.71 1.49
H -2.74 2.74 5.10
H -1.93 1.07 4.76
H -1.62 2.64 3.59
H -0.86 2.92 -0.56
H -3.69 3.03 1.09
H -2.02 3.85 1.73
H -2.83 4.40 0.12
H -2.08 0.70 -1.64
H -3.76 1.58 -1.14
H -1.29 3.22 -2.67
H -2.33 2.00 -3.67
H -3.18 3.53 -2.82
C -7.07 5.78 -3.43
C -5.89 5.14 -2.71
C -5.55 5.89 -1.43
O -4.75 5.14 -3.57
H -6.84 6.81 -3.72
H -7.29 5.24 -4.36
H -7.96 5.78 -2.80
H -6.12 4.10 -2.48
H -5.27 6.93 -1.64
H -4.70 5.43 -0.93
H -6.40 5.89 -0.74
H -4.54 6.07 -3.78
C -0.88 -6.65 -0.69
C -1.59 -6.57 0.65
C -3.08 -6.82 0.50
O -1.39 -5.28 1.22
H -1.26 -5.89 -1.38
H 0.19 -6.45 -0.57
H -1.01 -7.64 -1.14
H -1.16 -7.31 1.34
H -3.55 -6.07 -0.15
H -3.59 -6.75 1.48
H -3.28 -7.82 0.08
H -1.77 -4.62 0.62
C 9.02 -1.62 -3.34
C 8.31 -1.54 -2.00
C 6.82 -1.79 -2.14
O 8.51 -0.25 -1.43
H 8.64 -0.86 -4.03
H 10.09 -1.42 -3.22
H 8.89 -2.61 -3.79
H 8.74 -2.27 -1.31
H 6.35 -1.04 -2.80
H 6.31 -1.72 -1.17
H 6.62 -2.78 -2.56
H 8.13 0.41 -2.03
*
```

=====

[2]
# C34H36N3O

A 2-piece molecular cluster, C34H36N3O overall in a non-equilibrium geometry (ωB97M-V with the def2-TZVPD basis set, the OMol25 dataset).

Properties
relative energy (zero: lowest compared OMol25 entry of this formula, charge and spin)	13.4	kJ/mol
HOMO-LUMO gap	6.33	eV

Structure (ORCA input):
```
! wB97M-V def2-TZVPD RIJCOSX def2/J DEFGRID3
* xyz 1 1
C 3.02 -0.46 0.51
N 2.04 -1.45 0.97
C 1.27 -2.23 0.16
H -0.11 0.89 0.28
C 1.45 -2.36 -1.25
C 0.49 -2.08 -2.27
C 0.71 -2.54 -3.55
C 1.84 -3.36 -3.79
O 2.03 -3.82 -5.06
C 3.16 -4.71 -5.22
C 2.80 -3.62 -2.79
C 2.66 -3.03 -1.56
N 0.42 -2.93 0.92
C -0.65 -3.75 0.37
C 0.94 -2.97 2.23
C 1.98 -2.01 2.26
C 3.08 -2.14 3.10
C 3.07 -3.24 3.97
C 2.05 -4.19 3.94
C 0.96 -4.09 3.04
H 3.89 -0.50 1.17
H 3.32 -0.73 -0.50
H 2.60 0.56 0.49
H -0.40 -1.49 -2.01
H 0.03 -2.34 -4.38
H 3.15 -5.03 -6.27
H 4.10 -4.18 -5.00
H 3.06 -5.57 -4.54
H 3.65 -4.27 -3.00
H 3.48 -3.16 -0.84
H -1.26 -4.16 1.19
H -1.27 -3.14 -0.30
H -0.26 -4.59 -0.22
H 3.96 -1.49 2.98
H 3.92 -3.36 4.66
H 2.13 -5.08 4.57
H 0.25 -4.90 2.87
C 1.20 1.88 -1.90
C -0.17 2.46 -1.69
N -0.53 3.60 -2.35
C 0.36 4.37 -3.19
C -1.84 3.97 -2.01
C -2.31 2.99 -1.08
C -3.54 3.17 -0.44
C -4.21 4.40 -0.60
C -3.69 5.39 -1.46
C -2.52 5.17 -2.21
C -1.23 2.07 -0.87
C -1.14 1.04 0.21
C -1.70 1.41 1.61
C -1.66 2.74 2.06
C -2.19 3.09 3.30
C -2.85 2.16 4.10
C -3.61 2.66 5.30
C -2.85 0.82 3.69
C -2.24 0.45 2.48
H 1.66 1.48 -0.97
H 1.15 1.04 -2.62
H 1.91 2.63 -2.29
H -0.16 5.28 -3.47
H 1.28 4.63 -2.65
H 0.65 3.83 -4.09
H -3.92 2.33 0.18
H -5.14 4.59 -0.05
H -4.22 6.34 -1.54
H -2.11 5.89 -2.93
H -1.65 0.12 -0.18
H -1.19 3.52 1.45
H -2.14 4.12 3.65
H -3.98 1.84 5.94
H -2.97 3.30 5.92
H -4.48 3.29 5.02
H -3.35 0.09 4.33
H -2.17 -0.62 2.23
*
```

=====

[3]
# C19H56N10O7

A 7-piece molecular cluster, C19H56N10O7 overall in a non-equilibrium geometry (ωB97M-V with the def2-TZVPD basis set, the OMol25 dataset).

Properties
relative energy (zero: lowest compared OMol25 entry of this formula, charge and spin)	210.5	kJ/mol
HOMO-LUMO gap	9.28	eV

Structure (ORCA input):
```
! wB97M-V def2-TZVPD RIJCOSX def2/J DEFGRID3
* xyz 0 1
C -11.96 18.18 -34.89
O -12.11 19.28 -34.01
C -12.17 20.53 -34.68
C -12.05 21.60 -33.59
C -12.17 23.05 -34.11
N -10.76 21.46 -32.89
H -11.07 18.32 -35.50
H -12.80 17.96 -35.56
H -11.89 17.33 -34.21
H -11.35 20.66 -35.40
H -13.11 20.50 -35.23
H -12.91 21.34 -32.96
H -12.21 23.76 -33.29
H -13.07 23.18 -34.71
H -11.28 23.22 -34.72
H -10.81 20.48 -32.61
H -10.72 21.98 -32.02
C -15.94 22.15 -36.35
O -16.43 21.91 -35.01
C -16.37 20.60 -34.52
C -16.87 20.56 -33.06
C -15.88 21.25 -32.10
N -17.17 19.17 -32.67
H -16.26 21.35 -37.03
H -14.86 22.16 -36.56
H -16.43 23.06 -36.67
H -16.98 19.93 -35.15
H -15.44 20.03 -34.67
H -17.85 21.03 -33.05
H -14.90 20.82 -31.91
H -16.34 21.33 -31.11
H -15.78 22.28 -32.43
H -16.62 18.96 -31.84
H -18.11 19.16 -32.30
C -11.66 17.57 -39.39
O -11.25 18.76 -38.76
C -12.27 19.65 -38.33
C -12.87 20.41 -39.52
C -11.86 21.27 -40.23
N -13.99 21.25 -39.07
H -12.44 17.07 -38.80
H -10.77 16.97 -39.59
H -12.08 17.77 -40.38
H -13.08 19.10 -37.83
H -11.84 20.28 -37.55
H -13.27 19.70 -40.25
H -12.33 21.95 -40.94
H -11.04 20.70 -40.68
H -11.30 21.94 -39.57
H -14.65 20.66 -38.56
H -14.60 21.54 -39.84
C -12.19 14.68 -36.72
O -13.28 14.18 -37.48
C -13.14 12.85 -37.93
C -11.87 12.55 -38.74
C -11.69 13.44 -39.99
N -11.69 11.08 -38.98
H -12.41 15.68 -36.36
H -11.31 14.81 -37.37
H -11.98 14.02 -35.88
H -13.19 12.21 -37.03
H -13.98 12.47 -38.51
H -11.11 12.83 -38.02
H -11.91 12.96 -40.94
H -10.65 13.78 -40.04
H -12.33 14.32 -39.99
H -12.16 10.90 -39.87
H -12.30 10.68 -38.28
N -15.90 26.64 -34.70
C -15.34 25.48 -35.20
N -15.45 24.46 -34.32
O -14.84 25.39 -36.31
H -16.25 26.69 -33.77
H -16.12 27.39 -35.33
H -15.94 24.63 -33.47
H -15.31 23.50 -34.63
N -8.49 23.31 -33.76
C -7.84 22.72 -34.79
N -8.47 21.64 -35.31
O -6.79 23.23 -35.21
H -9.31 22.88 -33.36
H -8.13 24.21 -33.52
H -8.16 21.20 -36.15
H -9.32 21.40 -34.83
N -11.78 18.74 -30.69
C -10.89 17.80 -30.34
N -10.96 17.41 -29.04
O -10.01 17.38 -31.10
H -11.74 18.95 -31.68
H -12.44 19.08 -30.03
H -11.68 17.78 -28.45
H -10.36 16.66 -28.74
*
```

=====

[4]
# C3H11NSi

A 2-piece molecular cluster, C3H11NSi overall in a non-equilibrium geometry (ωB97M-V with the def2-TZVPD basis set, the OMol25 dataset).

Properties
relative energy (zero: lowest compared OMol25 entry of this formula, charge and spin)	271.1	kJ/mol
HOMO-LUMO gap	10.97	eV

Structure (ORCA input):
```
! wB97M-V def2-TZVPD RIJCOSX def2/J DEFGRID3
* xyz 0 1
C -0.82 -1.60 2.01
Si -1.80 -1.89 0.37
H 0.06 -2.04 2.06
H -0.73 -0.50 2.06
H -1.27 -2.01 2.82
H -2.24 -0.59 0.19
H -0.95 -2.23 -0.89
H -2.93 -2.77 0.36
C 2.44 1.03 -1.10
N 1.34 1.20 -0.50
C 0.49 2.19 -1.05
H 3.02 0.30 -0.66
H 2.85 1.57 -2.07
H 0.97 2.51 -1.93
H -0.50 1.89 -1.38
H 0.10 2.94 -0.29
*
```